(1)
ORCA calculation (ωB97M-V/def2-TZVPD) on a structure of composition C17H29ClOsSi2 in a non-equilibrium geometry.

Positions of all 50 atoms, in Å:
C1 2.0211 -2.6880 0.1568
C2 2.0615 -2.7153 -1.2725
C3 0.7317 -2.7075 -1.7840
H1 2.9734 -2.8185 -1.8584
C4 -0.1803 -2.7264 -0.6737
C5 0.6291 -2.7100 0.5318
H2 0.2542 -2.6755 1.5578
H3 2.8615 -2.7148 0.8617
H4 0.4289 -2.7791 -2.8317
H5 -1.2782 -2.6682 -0.7083
Os1 0.8939 -0.8931 -0.4236
Cl1 2.0203 0.5453 0.9028
C6 1.2211 2.1755 -5.4082
C7 -0.0186 1.5302 -5.7543
C8 0.2947 0.2860 -6.4079
H6 -1.0135 1.9207 -5.5706
C9 1.7278 0.1624 -6.4663
C10 2.3009 1.3301 -5.8488
H7 3.3594 1.5428 -5.7478
H8 1.3239 3.1372 -4.9178
H9 -0.4226 -0.4253 -6.8024
H10 2.2790 -0.6585 -6.9119
C11 -1.6862 -0.1141 4.1175
Si1 -0.2686 -0.6657 2.9852
C12 1.2408 0.0637 3.8505
C13 -0.1002 -2.3960 3.7705
C14 -0.5559 -0.3219 0.9994
Si2 -1.2246 1.4812 0.9033
C15 -0.3775 2.6893 2.0733
C16 -1.1650 2.2650 -0.7697
C17 -3.0506 1.4973 1.4197
H11 -1.4442 -0.3967 5.1714
H12 -2.6293 -0.6446 3.8636
H13 -1.8837 0.9755 4.1162
H14 1.2030 -0.1533 4.9402
H15 2.1766 -0.4139 3.4815
H16 1.3518 1.1554 3.7473
H17 -0.9447 -3.0687 3.5090
H18 0.8511 -2.9144 3.4914
H19 -0.0863 -2.3324 4.8755
H20 -1.4694 -0.9008 0.6849
H21 0.6879 2.8249 1.8172
H22 -0.8568 3.6835 2.0036
H23 -0.4324 2.3850 3.1342
H24 -1.7396 1.6840 -1.5100
H25 -1.6042 3.2840 -0.7249
H26 -0.1169 2.3520 -1.1142
H27 -3.6643 0.9283 0.6910
H28 -3.2395 1.0659 2.4177
H29 -3.4406 2.5376 1.4318

Values from the calculation:
⟨S²⟩: 6.0342
Total charge: 0
Maximum force (eV/A): 3.54
2S+1: 5
Highest occupied orbital energy (alpha / beta) (eV): -6.91 / -8.13
Total energy (Eh): -1794.8491
Lowest unoccupied orbital energy (alpha / beta) (eV): 0.31 / -1.85


(2)
ORCA calculation (ωB97M-V/def2-TZVPD) on a structure of composition C17H29INO8 in a non-equilibrium geometry.

Positions of all 56 atoms, in Å:
C1 4.5200 1.5703 1.3833
C2 4.7136 0.5399 0.4302
C3 3.8661 -0.7995 0.2882
N1 2.4062 -0.6286 0.0696
I1 1.5986 -2.4874 0.4840
C4 2.0336 -0.1050 -1.2621
C5 0.4395 -0.2698 -1.5780
C6 -0.4773 0.3455 -0.3719
C7 -1.5767 -0.7510 0.1244
C8 -2.9892 -0.0977 0.5050
O1 -4.0458 -1.0563 0.1331
C9 -5.2884 -0.6338 0.7701
O2 2.1860 1.3563 -1.1710
C10 2.4280 1.9461 -2.4578
C11 2.1897 3.5505 -2.2640
O3 2.6715 3.9009 -0.9321
C12 1.5276 4.3502 -0.1494
C13 1.8561 4.3582 1.4381
C14 2.7910 -0.7540 -2.5161
O4 2.1506 -1.4350 -3.4066
O5 4.1595 -0.5987 -2.7758
H1 4.7833 2.6380 1.0402
H2 4.1177 1.3111 2.4143
H3 5.5663 0.6928 -0.3302
H4 3.9728 -1.3448 1.3074
H5 4.3876 -1.5158 -0.4563
H6 0.1450 -1.3276 -1.8686
H7 0.1732 0.3862 -2.4918
H8 -1.0334 1.2926 -0.7352
H9 0.2085 0.6540 0.5010
H10 -1.1634 -1.2222 1.0959
H11 -1.6820 -1.6212 -0.6261
H12 -3.1959 0.9086 -0.0041
H13 -3.0954 0.0167 1.6528
H14 -5.2152 -0.7021 1.9205
H15 -5.5027 0.4691 0.4926
H16 -6.1602 -1.3127 0.4596
H17 3.5380 1.8564 -2.7664
H18 1.7172 1.6333 -3.2915
H19 1.0679 3.8112 -2.3875
H20 2.7308 4.1526 -3.0774
H21 1.3440 5.4431 -0.4431
H22 0.6060 3.6887 -0.2825
H23 2.9473 4.6347 1.6396
H24 1.1747 5.1804 1.8830
H25 1.5968 3.3705 1.9519
C15 -3.9072 -4.4280 0.6028
C16 -4.6814 -3.8459 1.7450
O6 -4.5102 -4.8106 2.7746
C17 -3.3651 -5.4934 2.4958
O7 -2.8382 -6.2633 3.2470
O8 -2.8972 -5.1868 1.2552
H26 -3.4674 -3.6607 -0.0356
H27 -4.5112 -5.1004 -0.0140
H28 -4.2729 -2.8893 2.0820
H29 -5.7385 -3.7162 1.5077

Values from the calculation:
Total charge: -1
Energy relative to the best compared isomer or geometry (same formula, charge and spin) (eV): 4.551
Maximum force (eV/A): 6.94
2S+1: 1
Highest occupied orbital energy (eV): -4.33
Total energy (Eh): -1619.3414
Lowest unoccupied orbital energy (eV): 2.18


(3)
ORCA calculation (ωB97M-V/def2-TZVPD) on a structure of composition C17H29N2O15PY in a non-equilibrium geometry.

Positions of all 65 atoms, in Å:
Y1 -7.3163 -1.0262 -0.3179
O1 -2.3127 1.8929 -0.3163
C1 -3.3806 1.1658 -0.4464
O2 -3.5868 0.1174 -1.0481
O3 -4.3303 1.3555 0.3219
H1 -2.4816 2.5817 0.3307
P1 -10.6633 1.3416 -1.6603
O4 -11.2066 2.2954 -0.5273
O5 -11.5818 1.4301 -2.8960
O6 -10.5720 -0.0120 -0.8675
O7 -9.1375 1.5011 -1.7821
C2 3.7111 -4.4534 -4.7013
O8 3.5357 -3.0536 -5.0992
C3 2.2907 -2.7989 -5.7825
C4 1.0465 -2.4621 -4.9464
O9 0.5925 -3.5977 -4.2183
C5 0.7527 -3.5881 -2.7930
H2 4.6937 -4.6136 -4.2575
H3 3.3535 -5.2208 -5.3879
H4 3.0078 -4.4834 -3.8690
H5 2.0543 -3.6220 -6.4568
H6 2.6041 -1.9273 -6.3571
H7 0.2949 -2.1812 -5.6842
H8 1.2038 -1.6242 -4.2673
H9 0.6603 -4.5685 -2.3256
H10 0.1521 -2.8278 -2.2937
H11 1.7887 -3.2810 -2.6504
C6 -3.0120 -4.2388 2.3813
O10 -3.9587 -3.4876 2.0033
N1 -2.1662 -4.0062 3.4007
C7 -1.1390 -4.9673 3.7610
C8 -2.2136 -2.7499 4.1790
H12 -2.8131 -5.2856 2.1043
H13 -0.9670 -5.2352 4.8034
H14 -0.1915 -4.5555 3.4132
H15 -1.4212 -5.8876 3.2496
H16 -2.5912 -1.8966 3.6156
H17 -2.7546 -2.7552 5.1253
H18 -1.1922 -2.4497 4.4129
C9 -0.3666 5.5032 2.2613
O11 -1.4440 5.1234 2.6108
N2 -0.1197 6.2657 1.2207
C10 1.2302 6.9090 1.1579
C11 -1.0105 6.5383 0.0723
H19 0.5051 5.2528 2.8855
H20 1.7899 6.5153 0.3095
H21 1.9418 6.7330 1.9646
H22 1.1330 7.9941 1.1928
H23 -0.4110 6.0653 -0.7056
H24 -2.0235 6.1624 0.2161
H25 -1.2082 7.6008 -0.0695
C12 5.4316 1.0666 0.5026
C13 6.3878 0.8816 1.4871
C14 5.9262 0.6557 2.8896
O12 6.6948 0.5664 3.8632
C15 4.4896 0.6037 3.0038
C16 3.5467 0.7837 2.0468
C17 3.9676 1.0327 0.6384
O13 3.1568 1.2566 -0.2893
O14 2.2015 0.7748 2.2692
O15 7.7248 1.1421 1.2514
H26 5.6739 1.4924 -0.4599
H27 4.1749 0.5267 4.0341
H28 1.7088 0.9551 1.4653
H29 8.1456 0.7742 2.0319

Values from the calculation:
Total charge: -1
Maximum force (eV/A): 6.39
2S+1: 1
Highest occupied orbital energy (eV): -4.17
Total energy (Eh): -2282.6487
Lowest unoccupied orbital energy (eV): -1.38


(4)
ORCA calculation (ωB97M-V/def2-TZVPD) on the ion C17H29N2O2 with charge +1.

Positions of all 50 atoms, in Å:
C1 -5.2654 -0.7528 0.2316
H1 -6.3368 -0.9315 0.2464
H2 -4.8576 -1.0121 1.2060
H3 -4.8150 -1.4042 -0.5139
C2 -4.9806 0.7153 -0.0959
C3 -3.5030 0.9634 -0.1212
C4 -2.8217 1.3099 1.0386
C5 -1.4495 1.4903 1.0400
C6 -0.7428 1.3264 -0.1411
C7 -1.4065 0.9931 -1.3143
C8 -2.7757 0.8086 -1.2959
H4 -3.2870 0.5535 -2.2114
H5 -0.8474 0.9033 -2.2338
O1 0.6514 1.4314 -0.2082
C9 1.2538 2.4636 0.5700
C10 2.5928 2.8526 -0.0647
H6 2.9162 3.8002 0.3707
H7 2.4601 2.9836 -1.1450
O2 3.6342 1.9447 0.2129
C11 3.7786 0.8176 -0.6197
C12 3.4839 -0.4755 0.1564
N1 2.0609 -0.8941 0.0872
H8 1.4707 -0.0206 -0.0099
C13 1.6243 -1.6055 1.3110
C14 0.1374 -1.9894 1.1945
N2 -0.1504 -2.7926 0.0343
C15 0.2080 -4.1912 0.1422
H9 -0.1590 -4.7116 -0.7397
H10 1.2855 -4.3817 0.2345
H11 -0.2912 -4.6105 1.0130
C16 0.3068 -2.1251 -1.1576
C17 1.7959 -1.7387 -1.1006
H12 2.4130 -2.6375 -1.0269
H13 2.0782 -1.1925 -2.0007
H14 -0.2985 -1.2225 -1.2882
H15 0.1421 -2.7728 -2.0191
H16 -0.4691 -1.0789 1.1328
H17 -0.1598 -2.5326 2.0920
H18 2.2400 -2.5000 1.4297
H19 1.7755 -0.9582 2.1757
H20 4.1066 -1.2927 -0.2114
H21 3.7494 -0.2827 1.1983
H22 3.1515 0.8988 -1.5142
H23 4.8278 0.7910 -0.9356
H24 0.5970 3.3369 0.5875
H25 1.4247 2.1219 1.5983
H26 -0.9443 1.7624 1.9542
H27 -3.3690 1.4444 1.9591
H28 -5.4504 1.3492 0.6574
H29 -5.4138 0.9576 -1.0672

Values from the calculation:
SMILES: CCc1ccc(OCCOCC[NH+]2CCN(C)CC2)cc1
Total charge: +1
Energy relative to the best compared isomer or geometry (same formula, charge and spin) (eV): 1.026
Maximum force (eV/A): 0.91
2S+1: 1
Highest occupied orbital energy (eV): -11.64
Total energy (Eh): -924.9167
Lowest unoccupied orbital energy (eV): -2.06


Look up the maximum force of the second one. 6.94 eV/A


Among the records above, which one has the highest maximum force? C17H29INO8


What is the 2S+1 in the second record? 1


Among the records above, which one has the highest 2S+1? C17H29ClOsSi2